Entry 1:
Density functional theory data (ωB97M-V with the def2-TZVPD basis set) for C30H60BeF3N4O8S6 as an isolated structure.

Last column: Löwdin charge in e.
Geometry (Å):
Be 1.420 -0.795 -2.375  1.01
C -0.946 -1.136 -0.409  -0.42
O 0.150 -0.267 -0.264  -0.11
O -0.751 -1.646 -1.667  -0.19
C -1.025 -2.141 0.750  -0.53
F -2.061 -3.005 0.658  0.12
F 0.081 -2.876 0.864  0.14
F -1.280 -1.478 1.900  0.12
C -0.064 0.869 0.560  -0.22
C 1.182 1.759 0.491  -0.05
H 2.066 1.165 0.262  0.04
H 1.030 2.474 -0.313  0.05
H 1.238 2.240 1.467  0.07
H -0.396 0.661 1.572  0.08
H -0.815 1.556 0.151  0.11
H -1.889 -0.587 -0.547  0.15
C 0.582 3.971 -2.829  -0.25
S -0.606 2.734 -3.388  0.87
O -0.192 1.420 -2.790  -0.57
C -2.020 3.376 -2.502  -0.24
H 0.375 4.950 -3.261  0.06
H 1.551 3.615 -3.164  0.02
H 0.536 4.074 -1.744  0.03
H -2.106 4.402 -2.872  0.06
H -1.870 3.413 -1.423  0.06
H -2.941 2.885 -2.805  0.06
C 5.288 1.499 -3.231  -0.23
S 4.199 1.592 -1.785  0.89
O 2.862 1.034 -2.179  -0.57
C 4.055 3.375 -1.854  -0.26
H 6.088 0.758 -3.156  0.06
H 5.912 2.390 -3.314  0.06
H 4.725 1.280 -4.135  0.07
H 3.362 3.870 -1.173  0.05
H 3.626 3.721 -2.800  0.06
H 5.036 3.844 -1.797  0.06
C 2.910 -2.828 1.709  -0.24
S 3.894 -1.839 0.569  0.88
O 2.935 -1.170 -0.369  -0.60
C 4.403 -0.589 1.765  -0.24
H 2.126 -2.228 2.161  0.06
H 3.619 -3.229 2.434  0.06
H 2.526 -3.679 1.151  0.04
H 3.628 0.152 1.955  0.05
H 5.319 -0.135 1.391  0.05
H 4.664 -1.044 2.722  0.06
C -4.720 -0.995 -0.694  -0.27
S -6.176 -1.647 0.139  0.80
O -7.327 -1.083 -0.618  -0.55
C -5.980 -3.368 -0.397  -0.26
H -4.773 -1.170 -1.768  0.06
H -3.875 -1.581 -0.315  0.02
H -4.526 0.042 -0.430  0.03
H -5.091 -3.824 0.032  0.04
H -6.009 -3.318 -1.487  0.06
H -6.864 -3.934 -0.105  0.05
C -2.601 -3.405 4.797  -0.26
S -3.787 -2.113 5.206  0.85
O -2.887 -0.997 5.649  -0.57
C -4.345 -1.749 3.524  -0.27
H -1.910 -3.063 4.028  0.04
H -3.183 -4.281 4.509  0.05
H -2.011 -3.602 5.689  0.05
H -3.464 -1.651 2.886  0.02
H -4.869 -0.797 3.487  0.05
H -4.935 -2.572 3.123  0.05
C 0.734 -4.782 -3.900  -0.23
S 1.648 -4.529 -2.364  0.93
O 1.877 -3.038 -2.262  -0.60
C 0.274 -4.841 -1.242  -0.24
H 0.277 -3.817 -4.122  0.04
H -0.077 -5.486 -3.737  0.06
H 1.448 -5.014 -4.686  0.05
H -0.464 -4.051 -1.346  0.02
H 0.717 -4.919 -0.253  0.04
H -0.216 -5.792 -1.456  0.07
C -1.699 1.095 3.888  -0.06
C -2.602 1.221 2.740  -0.29
N -3.306 1.357 1.842  0.16
H -1.100 2.009 3.857  0.08
H -1.061 0.246 3.652  0.07
H -2.250 1.018 4.818  0.07
N -2.380 -3.600 -2.967  0.02
C -3.100 -4.450 -2.153  -0.16
C -3.787 -5.334 -2.938  -0.10
C -3.369 -5.119 -4.281  -0.10
C -2.546 -4.025 -4.254  -0.17
H -1.868 -2.775 -2.656  0.09
H -3.140 -4.134 -1.123  0.08
H -4.576 -6.000 -2.629  0.09
H -3.707 -5.649 -5.155  0.09
H -2.033 -3.469 -5.024  0.11
N -1.096 6.148 0.505  0.02
C -1.086 5.442 1.671  -0.13
C 0.166 4.933 1.850  -0.12
C 1.013 5.433 0.805  -0.10
C 0.170 6.168 0.005  -0.17
H -1.910 6.515 0.048  0.15
H -1.966 5.262 2.265  0.11
H 0.536 4.271 2.616  0.08
H 2.045 5.195 0.608  0.08
H 0.371 6.531 -0.991  0.10
N 6.617 3.682 2.319  0.01
C 5.950 3.677 3.505  -0.13
C 4.625 3.382 3.281  -0.09
C 4.504 3.275 1.876  -0.14
C 5.726 3.458 1.293  -0.14
H 7.617 3.758 2.276  0.15
H 6.504 3.667 4.430  0.11
H 3.818 3.383 3.993  0.10
H 3.527 3.054 1.468  0.07
H 6.085 3.344 0.286  0.09

charge: +1

***

Entry 2:
Density functional theory data (ωB97M-V with the def2-TZVPD basis set) for a 10-piece molecular cluster, C30H60Br10O10 overall.

Last column: Löwdin charge in e.
Geometry (Å):
O -3.215 -2.358 -0.897  0.09
C -4.003 -1.634 -0.390  -0.57
O -4.202 -0.379 -0.805  -0.04
C -3.557 0.076 -1.991  -0.25
C -4.249 1.310 -2.517  -0.06
C -4.963 -2.014 0.705  0.03
H -3.500 -0.652 -2.804  0.11
H -2.537 0.335 -1.716  0.06
H -3.711 1.679 -3.392  0.08
H -4.247 2.113 -1.778  0.07
H -5.272 1.088 -2.818  0.09
H -5.062 -1.216 1.442  0.08
H -4.619 -2.905 1.225  0.04
H -5.939 -2.180 0.253  0.10
O 2.317 -4.878 1.967  0.12
C 3.354 -4.625 2.466  -0.58
O 3.990 -3.467 2.313  -0.01
C 3.379 -2.453 1.536  -0.26
C 3.653 -1.127 2.194  -0.06
C 4.114 -5.577 3.334  0.03
H 2.332 -2.576 1.297  0.08
H 3.920 -2.454 0.583  0.10
H 3.359 -0.300 1.540  0.06
H 4.740 -0.986 2.226  0.09
H 3.136 -1.039 3.143  0.06
H 4.514 -5.100 4.219  0.09
H 4.937 -5.996 2.747  0.07
H 3.458 -6.411 3.562  0.09
O 7.508 -4.790 -1.155  0.15
C 6.883 -4.229 -0.353  -0.59
O 6.037 -3.242 -0.642  0.00
C 5.891 -2.918 -2.016  -0.23
C 4.925 -1.788 -2.120  -0.10
C 6.926 -4.583 1.108  0.03
H 5.571 -3.770 -2.620  0.13
H 6.864 -2.637 -2.427  0.13
H 4.844 -1.482 -3.165  0.06
H 5.285 -0.943 -1.536  0.09
H 3.912 -2.088 -1.868  0.01
H 6.577 -3.776 1.748  0.08
H 7.966 -4.770 1.366  0.09
H 6.336 -5.486 1.241  0.08
O 0.224 2.285 -6.100  0.15
C 0.451 2.496 -4.979  -0.61
O 0.671 3.698 -4.502  -0.01
C 0.665 4.793 -5.433  -0.23
C 1.010 6.046 -4.696  -0.08
C 0.459 1.445 -3.911  0.02
H -0.345 4.891 -5.855  0.13
H 1.310 4.637 -6.301  0.13
H 2.010 6.000 -4.268  0.08
H 0.274 6.230 -3.910  0.08
H 0.960 6.901 -5.369  0.08
H 1.128 0.643 -4.205  0.07
H -0.560 1.085 -3.771  0.08
H 0.782 1.869 -2.959  0.04
O -6.119 5.088 2.354  0.14
C -5.004 5.108 2.018  -0.61
O -4.235 4.029 1.976  -0.02
C -4.875 2.786 2.313  -0.27
C -5.742 2.205 1.222  -0.05
C -4.255 6.359 1.704  0.03
H -5.422 2.947 3.240  0.11
H -4.063 2.092 2.492  0.01
H -6.496 2.916 0.878  0.08
H -6.285 1.345 1.610  0.08
H -5.123 1.933 0.369  0.05
H -3.186 6.181 1.825  0.08
H -4.559 7.144 2.383  0.09
H -4.445 6.640 0.670  0.09
Br 1.197 3.983 -0.807  0.66
C 0.859 4.915 0.868  -0.67
C 1.378 4.112 2.040  -0.73
Br 3.311 4.103 2.131  0.62
H -0.228 4.935 0.932  0.05
H 1.258 5.917 0.811  0.06
H 0.988 3.100 2.000  0.00
H 1.054 4.561 2.977  0.06
Br 0.859 1.027 4.206  0.67
C -0.957 1.635 4.611  -0.69
C -1.895 0.509 4.739  -0.74
Br -3.617 1.241 5.312  0.69
H -1.252 2.308 3.817  0.03
H -0.900 2.186 5.542  0.05
H -1.615 -0.242 5.459  0.02
H -2.102 0.039 3.787  0.00
Br -1.935 1.460 0.974  0.80
C -0.223 0.576 0.684  -0.66
C -0.284 -0.497 -0.397  -0.62
Br 1.525 -0.867 -1.018  0.78
H 0.133 0.220 1.646  -0.01
H 0.452 1.352 0.329  -0.01
H -0.758 -0.026 -1.250  0.01
H -0.805 -1.411 -0.143  0.05
Br 2.296 -2.501 -4.736  0.66
C 0.623 -3.126 -3.993  -0.72
C -0.522 -2.358 -4.602  -0.70
Br -2.173 -3.347 -4.350  0.66
H 0.671 -3.003 -2.916  0.02
H 0.505 -4.188 -4.178  0.05
H -0.387 -2.273 -5.672  0.04
H -0.617 -1.375 -4.161  0.03
Br -0.553 -2.456 3.837  0.69
C -1.518 -3.415 2.416  -0.68
C -1.912 -4.747 2.919  -0.70
Br -3.029 -5.544 1.543  0.67
H -0.836 -3.481 1.581  0.06
H -2.365 -2.795 2.149  0.03
H -2.471 -4.718 3.846  0.06
H -1.044 -5.370 3.068  0.06

structure (SMILES): CCOC(C)=O.CCOC(C)=O.CCOC(C)=O.CCOC(C)=O.CCOC(C)=O.BrCCBr.BrCCBr.BrCCBr.BrCCBr.BrCCBr

***

Entry 3:
Density functional theory data (ωB97M-V with the def2-TZVPD basis set) for a 9-piece molecular cluster, C30H60Br16O3S overall.

Last column: Löwdin charge in e.
Geometry (Å):
C 2.185 2.865 9.385  -0.11
C 1.252 1.689 9.688  -0.27
C 0.008 1.660 8.801  -0.23
C 0.288 1.179 7.378  -0.22
C 0.092 -0.327 7.203  -0.23
C 0.582 -0.804 5.838  -0.22
C 0.081 -2.203 5.463  -0.21
C 0.222 -2.496 3.955  -0.20
C 0.743 -3.909 3.623  -0.19
C 2.041 -3.934 2.801  -0.17
C 1.876 -4.122 1.276  -0.31
C 0.707 -3.293 0.750  -0.14
C 0.549 -3.312 -0.764  -0.18
O 1.784 -3.596 -1.490  -0.26
S 3.038 -2.855 -0.892  0.60
O 4.148 -3.102 -1.753  -0.26
O 2.702 -1.497 -0.598  -0.25
C 3.230 -3.778 0.600  -0.17
H 1.634 3.684 8.925  0.07
H 3.000 2.594 8.716  0.06
H 2.644 3.239 10.298  0.06
H 0.919 1.772 10.722  0.04
H 1.786 0.740 9.604  0.10
H -0.397 2.673 8.762  0.10
H -0.766 1.050 9.271  0.11
H 1.303 1.438 7.073  0.11
H -0.386 1.689 6.686  0.11
H -0.960 -0.575 7.347  0.11
H 0.647 -0.829 8.002  0.11
H 0.210 -0.098 5.092  0.11
H 1.672 -0.804 5.843  0.12
H -0.961 -2.285 5.773  0.11
H 0.647 -2.931 6.045  0.11
H 0.893 -1.742 3.545  0.10
H -0.757 -2.349 3.501  0.11
H 0.954 -4.408 4.568  0.10
H -0.035 -4.506 3.150  0.11
H 2.739 -4.675 3.185  0.12
H 2.525 -2.963 2.929  0.11
H 1.678 -5.182 1.114  0.15
H 0.761 -2.277 1.133  0.12
H -0.203 -3.723 1.165  0.12
H -0.170 -4.049 -1.107  0.09
H 0.193 -2.340 -1.101  0.08
H 3.716 -4.695 0.273  0.11
H 3.902 -3.236 1.256  0.11
Br -0.375 -2.816 -4.720  0.70
C 0.566 -4.484 -4.385  -0.65
C -0.324 -5.679 -4.582  -0.67
Br -1.615 -5.858 -3.135  0.63
H 0.951 -4.411 -3.375  0.02
H 1.399 -4.510 -5.084  0.06
H 0.271 -6.589 -4.571  0.06
H -0.902 -5.633 -5.499  0.05
Br -2.349 -1.025 -2.007  0.62
C -2.799 -0.335 -3.767  -0.71
C -4.094 0.432 -3.749  -0.72
Br -5.626 -0.761 -3.628  0.63
H -2.837 -1.190 -4.434  0.01
H -1.974 0.317 -4.050  0.06
H -4.226 0.986 -4.675  0.05
H -4.161 1.114 -2.909  0.01
Br -1.589 3.586 -1.905  0.61
C -2.107 4.393 -3.596  -0.70
C -3.379 5.186 -3.486  -0.68
Br -4.935 4.028 -3.347  0.64
H -2.196 3.579 -4.309  0.04
H -1.282 5.038 -3.886  0.05
H -3.528 5.778 -4.386  0.06
H -3.399 5.834 -2.616  0.05
Br 1.138 0.421 -8.507  0.63
C 1.695 -1.117 -7.454  -0.70
C 2.165 -2.260 -8.310  -0.69
Br 0.682 -3.195 -9.153  0.60
H 0.844 -1.380 -6.835  -0.03
H 2.503 -0.757 -6.821  0.06
H 2.670 -3.003 -7.697  0.06
H 2.827 -1.939 -9.108  0.05
Br 2.456 6.366 -6.855  0.62
C 3.485 4.717 -6.775  -0.69
C 2.623 3.511 -7.032  -0.72
Br 1.509 3.088 -5.497  0.59
H 3.956 4.691 -5.798  0.05
H 4.245 4.807 -7.547  0.05
H 3.238 2.630 -7.200  0.04
H 1.955 3.649 -7.875  0.04
Br -7.784 -4.598 -1.778  0.60
C -8.214 -3.919 -3.548  -0.70
C -9.496 -3.131 -3.554  -0.70
Br -11.059 -4.285 -3.452  0.60
H -8.250 -4.776 -4.211  0.05
H -7.378 -3.280 -3.825  0.01
H -9.598 -2.582 -4.487  0.06
H -9.561 -2.443 -2.718  0.05
Br 4.060 10.580 -9.908  0.61
C 4.743 9.012 -8.984  -0.71
C 5.225 7.960 -9.947  -0.70
Br 3.747 7.017 -10.788  0.59
H 3.943 8.649 -8.348  0.00
H 5.566 9.368 -8.370  0.06
H 5.796 7.199 -9.419  0.05
H 5.828 8.374 -10.748  0.05
Br -2.778 0.429 12.946  0.60
C -1.020 0.538 13.770  -0.70
C -0.766 1.892 14.379  -0.70
Br -0.395 3.231 13.021  0.63
H -0.299 0.294 12.997  0.04
H -1.007 -0.231 14.538  0.06
H 0.118 1.861 15.012  0.06
H -1.612 2.255 14.953  0.05

structure (SMILES): CCCCCCCCCC[C@H]1CCOS(=O)(=O)C1.BrCCBr.BrCCBr.BrCCBr.BrCCBr.BrCCBr.BrCCBr.BrCCBr.BrCCBr

***

Entry 4:
Density functional theory data (ωB97M-V with the def2-TZVPD basis set) for C30H60GaI2N4OS as an isolated structure.

Last column: Löwdin charge in e.
Geometry (Å):
C -3.214 -0.437 -2.031  -0.19
C -2.163 -1.510 -2.700  -0.79
I -0.401 -0.770 -3.835  0.55
C -2.411 -2.989 -2.557  -0.74
I -0.977 -4.414 -3.504  0.55
Ga -4.044 -3.813 -1.546  0.02
S -4.362 -5.919 -2.532  0.13
C -3.699 -4.185 0.458  -0.31
C -3.639 -2.854 1.414  -0.18
C -2.082 -2.744 1.976  -0.29
O -1.859 -2.663 3.294  -0.06
N -0.962 -2.762 0.955  0.03
C -0.090 -3.993 1.071  -0.14
C 1.233 -4.045 0.050  -0.02
C 2.281 -5.309 0.101  -0.09
C 2.082 -6.569 1.158  -0.09
C 0.739 -6.506 2.130  -0.08
C -0.342 -5.253 2.098  -0.02
H -3.610 -0.920 -1.040  0.04
H -2.615 0.541 -1.711  0.06
H -4.157 -0.198 -2.693  0.09
H -5.381 -2.971 -1.826  -0.06
H -3.199 -6.624 -2.095  -0.22
H -4.593 -4.856 0.851  0.06
H -2.728 -4.848 0.531  0.05
H -3.963 -1.854 0.898  0.09
H -4.324 -2.998 2.366  0.11
H -0.328 -1.959 1.233  0.12
H 1.402 -3.152 -0.712  0.09
H 3.214 -5.260 -0.640  0.08
H 2.841 -7.468 1.228  0.07
H 0.518 -7.376 2.907  0.08
H -1.257 -5.277 2.833  0.09
C -1.019 1.294 1.251  -0.08
C 0.415 1.685 1.600  -0.26
N 1.287 1.843 0.433  -0.18
C 2.708 1.929 0.779  -0.25
C 3.166 3.129 1.600  -0.10
C 0.834 2.785 -0.592  -0.24
C 0.588 4.230 -0.167  -0.09
H -1.044 0.391 0.632  0.07
H -1.580 1.087 2.168  0.06
H -1.543 2.096 0.723  0.07
H 0.815 0.883 2.233  0.12
H 0.396 2.590 2.216  0.09
H 3.309 1.882 -0.141  0.11
H 2.978 1.019 1.331  0.11
H 3.202 4.040 1.000  0.05
H 4.182 2.953 1.971  0.07
H 2.530 3.305 2.471  0.07
H -0.094 2.399 -1.029  0.10
H 1.544 2.783 -1.430  0.11
H 0.022 4.303 0.765  0.06
H 0.007 4.745 -0.940  0.07
H 1.522 4.783 -0.053  0.05
C -2.825 0.442 5.584  -0.09
C -3.222 1.548 6.559  -0.27
N -2.100 2.384 6.994  -0.19
C -2.427 3.244 8.135  -0.26
C -3.483 4.324 7.929  -0.10
C -1.317 3.023 5.935  -0.25
C -2.054 3.939 4.963  -0.09
H -2.023 -0.180 5.995  0.08
H -3.686 -0.206 5.389  0.08
H -2.497 0.845 4.621  0.05
H -3.654 1.053 7.437  0.12
H -4.022 2.146 6.110  0.10
H -1.507 3.716 8.509  0.11
H -2.760 2.600 8.960  0.11
H -3.097 5.160 7.342  0.05
H -3.784 4.732 8.900  0.07
H -4.384 3.940 7.445  0.07
H -0.825 2.236 5.349  0.10
H -0.484 3.582 6.381  0.11
H -2.991 3.506 4.604  0.07
H -1.425 4.124 4.085  0.06
H -2.268 4.913 5.409  0.05
C 2.756 1.937 -5.697  -0.09
C 3.925 1.458 -6.555  -0.27
N 4.180 0.019 -6.456  -0.19
C 5.462 -0.383 -7.041  -0.26
C 5.645 -0.197 -8.543  -0.10
C 3.051 -0.864 -6.757  -0.24
C 2.401 -0.737 -8.131  -0.09
H 2.887 1.645 -4.650  0.08
H 2.693 3.030 -5.733  0.07
H 1.800 1.544 -6.053  0.06
H 4.814 1.999 -6.206  0.11
H 3.754 1.769 -7.591  0.09
H 5.662 -1.435 -6.790  0.11
H 6.257 0.177 -6.532  0.11
H 5.090 -0.943 -9.114  0.05
H 6.702 -0.322 -8.802  0.07
H 5.345 0.799 -8.879  0.07
H 2.275 -0.699 -6.000  0.07
H 3.353 -1.908 -6.606  0.12
H 2.224 0.302 -8.420  0.07
H 1.428 -1.242 -8.124  0.08
H 3.000 -1.218 -8.908  0.05

charge: -1

***

For reference, max |F| by record: 0.0740; 0.0812; 0.0187; 0.1495 hartree/bohr.
For reference, gap between HOMO and LUMO by record: 5.5; 10.5; 10.3; 7.2 eV.